# 1
79
Properties=species:S:1:pos:R:3:forces:R:3:mulliken_charge:R:1 method="wB97M-V/def2-TZVPD" homo_lumo_gap_ha="0.188 / 0.289" s2=0.765 multiplicity=2 lumo_energy_ev="2.677 / 2.676" charge=-1
Hg 0.2870 -0.1391 -0.2790 0.06 -0.02 -0.10 2.346
C -3.8554 1.3893 -0.1954 -0.02 0.00 -0.01 -1.040
O -2.7481 0.5721 -0.4560 0.00 -0.03 0.01 -0.234
Si -2.6873 -1.0312 -0.8674 -0.01 0.00 -0.01 -0.030
C -2.6860 -1.1004 -2.7411 -0.01 0.03 -0.02 -1.025
C -4.3036 -1.8225 -0.3078 0.00 -0.01 0.01 -1.315
C -1.1715 -1.7583 -0.0936 0.03 0.03 0.04 0.223
Si -1.3183 -1.9044 1.7619 -0.02 -0.03 -0.03 0.044
C 0.3143 -2.2477 2.6301 0.03 0.04 0.00 -0.759
C -2.0266 -0.2904 2.4810 0.04 -0.02 0.06 -0.506
C -2.4572 -3.2974 2.3436 -0.04 -0.01 -0.01 -1.161
Si -0.5240 -3.2393 -1.0178 -0.03 0.00 0.02 0.391
C -1.8590 -4.5682 -1.1836 0.00 -0.02 0.01 -1.104
C 0.9097 -4.0804 -0.1331 0.01 0.03 0.01 -1.120
C 0.0520 -2.8598 -2.7766 0.03 -0.02 -0.01 -0.916
H -4.7546 0.8084 0.0362 -0.01 0.00 0.00 0.450
H -4.0699 2.0332 -1.0540 0.00 0.00 0.00 0.258
H -3.6291 2.0288 0.6616 -0.01 -0.02 -0.01 0.236
H -3.5642 -0.5572 -3.1031 0.00 0.00 -0.01 0.427
H -2.7303 -2.1145 -3.1432 -0.01 0.01 0.02 0.297
H -1.7997 -0.6092 -3.1487 -0.01 -0.01 0.00 0.194
H -5.1348 -1.4627 -0.9204 -0.01 0.00 0.00 0.380
H -4.5359 -1.6009 0.7365 0.01 0.00 -0.01 0.336
H -4.2571 -2.9085 -0.4152 0.00 0.00 0.00 0.367
H 1.1472 -1.7075 2.1783 0.01 -0.01 0.01 -0.098
H 0.5631 -3.3098 2.6297 -0.03 -0.03 -0.02 0.426
H 0.2380 -1.9184 3.6699 0.03 0.01 0.00 0.369
H -0.4142 0.8855 2.6326 0.03 -0.08 -0.10 0.226
H -2.0824 -0.4082 3.5755 -0.01 0.03 -0.02 0.522
H -3.0570 -0.1307 2.1460 -0.01 -0.06 -0.01 0.106
H -2.0223 -4.2699 2.0962 0.00 0.01 0.00 0.253
H -3.4584 -3.2611 1.9122 0.02 0.01 0.01 0.334
H -2.5547 -3.2549 3.4325 0.00 0.00 0.01 0.380
H -2.2568 -4.8657 -0.2101 0.00 0.00 -0.02 0.247
H -1.4375 -5.4573 -1.6621 -0.01 -0.01 0.00 0.382
H -2.6967 -4.2306 -1.7997 0.01 0.01 0.01 0.281
H 0.5766 -4.6164 0.7576 0.00 0.01 0.02 0.314
H 1.6807 -3.3703 0.1749 -0.01 -0.01 0.01 0.161
H 1.3677 -4.8088 -0.8082 0.00 0.00 0.00 0.433
H -0.7060 -3.1462 -3.5088 0.01 0.01 0.01 0.454
H 0.9607 -3.4232 -3.0042 0.00 -0.02 0.01 0.403
H 0.2866 -1.8061 -2.9277 0.01 0.01 0.01 0.088
O -1.2932 0.8839 2.1448 0.01 0.09 0.07 -0.625
N 1.1490 0.7619 3.3504 0.08 0.03 0.03 -1.403
N 2.0142 0.6721 2.5174 -0.16 -0.12 0.03 1.253
O 1.8772 0.7557 1.1955 0.03 0.00 0.01 -0.773
C 3.4275 0.4059 2.8748 0.00 0.05 -0.02 0.206
C 4.3773 0.2292 1.8830 0.00 -0.01 0.00 -0.394
C 5.6913 -0.0343 2.2504 0.00 0.00 0.00 -0.552
C 6.0441 -0.1164 3.5893 0.00 0.00 0.01 -0.422
C 5.0768 0.0648 4.5708 0.01 -0.01 0.00 -0.420
C 3.7632 0.3251 4.2150 -0.01 0.01 0.00 -0.439
H 4.0705 0.3013 0.8497 0.00 0.00 0.01 0.461
H 6.4403 -0.1747 1.4810 0.00 0.00 0.00 0.383
H 7.0703 -0.3213 3.8691 0.00 0.00 0.00 0.361
H 5.3472 0.0009 5.6177 0.00 0.00 0.00 0.357
H 2.9779 0.4677 4.9446 0.00 0.00 0.00 0.441
N -1.0436 2.9504 0.0894 0.07 0.09 0.02 0.007
C -0.2029 2.9887 -0.9569 -0.06 0.00 -0.09 0.147
N -0.1274 4.1527 -1.6223 0.03 0.01 0.01 -0.882
C 0.7006 4.1205 -2.6759 -0.02 0.00 0.00 0.261
N 0.7851 5.2943 -3.3953 0.01 -0.01 0.01 -0.473
N 1.4562 3.1204 -3.0766 0.01 0.00 0.00 -0.714
C 1.3705 1.9935 -2.3184 0.00 0.00 0.02 -0.756
N 0.4775 1.8872 -1.2830 -0.02 0.03 0.02 0.012
C 2.2419 0.9097 -2.5867 0.02 0.02 -0.01 1.075
C 3.1885 0.9608 -3.6497 0.01 -0.01 0.00 -0.930
C 4.0448 -0.0810 -3.8467 0.00 0.01 -0.01 -0.435
C 3.9904 -1.2052 -2.9887 -0.01 0.00 0.03 -1.102
C 3.0402 -1.1948 -1.9895 0.02 -0.03 0.01 -0.568
N 2.1837 -0.1995 -1.7786 -0.11 0.00 0.01 0.571
H -1.4408 3.8282 0.3666 -0.01 0.01 0.00 0.310
H -1.1209 2.1476 0.7065 0.02 -0.03 0.01 -0.127
H -0.0114 5.9001 -3.2975 0.00 0.01 0.00 0.257
H 1.1573 5.1853 -4.3231 0.00 0.00 -0.01 0.263
H 3.2062 1.8410 -4.2751 -0.01 0.00 0.00 0.471
H 4.7665 -0.0439 -4.6544 0.00 0.00 0.00 0.379
H 4.6587 -2.0472 -3.1008 0.00 0.00 0.00 0.453
H 2.9570 -2.0388 -1.3100 -0.02 0.00 -0.01 0.326



# 2
94
Properties=species:S:1:pos:R:3:forces:R:3:mulliken_charge:R:1 method="wB97M-V/def2-TZVPD" homo_lumo_gap_ha=0.335 e_above_lowest_kj_mol=12.5 lumo_energy_ev=1.495 charge=-1
N -0.0551 -0.3712 0.9225 -2.28 0.28 -2.40 0.736
O 0.8439 -0.6312 0.1025 0.39 -0.04 0.33 -0.621
O 0.1319 -0.2212 2.1045 1.14 0.11 2.05 -0.628
O -1.2591 -0.2212 0.4915 0.81 -0.18 -0.04 -0.568
O -0.6621 5.1278 -0.4885 1.02 -0.97 0.12 -0.697
S 0.2199 4.2198 0.2195 -4.11 3.53 2.80 1.146
O 1.3819 3.6838 -0.2955 2.75 -2.14 -1.95 -0.549
O 0.8699 5.1018 1.4885 -1.35 -0.91 -1.64 -0.132
C -0.0441 6.0438 2.1005 2.60 0.50 -1.56 -0.687
C 0.7619 6.6578 3.1715 -1.05 -0.32 -1.36 -1.250
C -0.8981 2.9738 0.9995 3.81 2.22 2.44 0.135
H -0.7451 5.5068 2.4955 -4.42 -3.42 2.61 0.504
H -0.5841 6.6478 1.4385 0.14 1.36 -1.56 0.558
H 0.1329 7.4168 3.5925 0.38 0.57 0.77 0.410
H 1.5539 6.9518 2.5315 1.61 1.10 0.68 0.297
H 0.9429 5.7748 3.7405 0.87 0.15 1.33 0.249
H -1.4861 3.4678 1.7685 -0.59 0.15 -0.61 0.460
H -0.1611 2.4238 1.5925 -0.25 -0.65 -0.23 0.089
H -1.3231 2.4008 0.2685 -1.35 -1.37 -1.69 -0.596
O -3.2761 -1.2512 -3.9105 -2.51 3.68 -1.54 -0.589
S -2.5831 -2.3422 -3.4405 2.94 -1.56 -0.20 1.277
O -2.8601 -3.6202 -3.9935 0.23 -0.69 0.09 -0.683
O -0.9471 -1.9432 -3.7685 -0.70 -0.81 -0.67 -0.158
C -0.6381 -2.0532 -5.2155 -1.29 -3.89 -1.50 -0.420
C 0.7549 -1.5702 -5.5745 -0.59 1.59 7.02 -1.005
C -2.6421 -2.3572 -1.7155 1.33 -1.43 1.67 -0.257
H -1.4951 -1.6232 -5.8145 1.11 -0.03 0.72 0.466
H -0.6411 -3.2782 -5.5935 -0.22 3.25 1.50 0.242
H 0.8569 -0.5052 -5.3405 -0.30 0.29 -0.40 0.121
H 1.0759 -1.7162 -6.4985 1.13 -1.12 -4.05 0.526
H 1.4739 -1.9562 -4.7685 -0.80 -0.18 -1.45 0.154
H -2.0251 -3.3352 -1.4615 -1.11 2.29 0.12 0.145
H -3.6801 -2.4752 -1.3445 0.39 -0.24 -0.80 0.499
H -2.3251 -1.3722 -1.2765 0.44 -1.16 -0.45 -0.301
C -3.9821 1.6518 -0.8915 -8.96 0.94 -1.02 0.508
C -4.9911 2.4628 -0.0795 3.13 -2.61 4.52 -0.670
O -6.0931 1.6518 0.1455 -1.68 4.86 3.13 -0.370
C -6.0061 0.5538 -0.3925 -0.28 -5.67 -2.45 0.627
O -6.8481 -0.3212 -0.3075 1.55 0.74 -0.54 -0.630
O -4.8311 0.4918 -1.0895 0.73 -1.23 -1.44 -0.280
H -3.2791 1.4028 -0.3435 6.91 -2.69 5.04 -0.344
H -3.6651 2.2118 -1.6745 0.61 0.84 -3.23 0.461
H -5.3131 3.3028 -0.4045 -2.07 5.50 -3.28 0.493
H -4.6351 2.7988 0.9395 0.17 -0.80 -0.76 0.247
C -2.6451 -2.8372 2.2575 2.18 -3.13 4.94 0.291
C -1.3751 -3.1742 3.2045 1.64 -1.59 -8.89 -0.911
O -1.2711 -4.5532 3.4005 -0.81 0.53 -0.19 -0.353
C -1.9731 -5.0242 2.3945 -2.19 -5.25 -2.26 0.624
O -2.1051 -6.2032 2.0815 1.04 2.06 1.16 -0.619
O -2.7091 -4.1442 1.6815 -0.30 1.11 -0.19 -0.306
H -2.3071 -2.0942 1.6075 -0.49 1.39 -1.17 -0.065
H -3.4081 -2.7052 3.0985 0.06 0.36 -2.14 0.249
H -1.3491 -2.6562 3.9495 -0.59 5.11 9.38 1.070
H -0.4111 -2.8132 2.7805 -0.48 -0.46 -0.73 0.075
C 0.9539 -3.9432 -0.5185 -6.83 0.83 -5.62 0.892
C 1.8089 -3.5482 -1.6645 4.23 -3.14 0.95 -0.091
O 1.7079 -4.7422 -2.5935 0.64 1.66 0.83 -0.405
C 1.0349 -5.7332 -1.9635 -1.15 -1.43 -1.33 0.643
O 0.7679 -6.8372 -2.4215 1.12 2.47 0.81 -0.602
O 0.5529 -5.2902 -0.8105 0.12 0.24 1.48 -0.368
H -0.0691 -3.2802 -0.3185 2.25 -1.50 -1.30 -0.571
H 1.3359 -3.8022 0.3285 3.77 0.08 6.92 0.080
H 2.9679 -3.3112 -1.3255 -2.30 -1.78 -0.47 0.130
H 1.7569 -2.6452 -2.1045 -1.90 2.69 -2.22 0.217
C 4.6099 -1.8702 2.8055 -0.73 2.59 -3.07 -0.156
C 3.1099 -1.7212 2.9785 -2.33 1.91 -1.44 0.485
O 2.5979 -3.0742 3.0345 -0.41 1.29 0.51 -0.249
C 3.5999 -3.8592 2.8045 2.73 -4.45 -1.48 0.506
O 3.5969 -5.0612 2.5735 -0.81 2.33 0.82 -0.592
O 4.8229 -3.2112 2.7415 -0.76 -1.79 0.54 -0.348
H 5.1629 -1.3682 3.5475 0.96 0.43 0.84 0.330
H 4.8139 -1.4162 1.7335 0.22 -0.61 2.25 0.168
H 2.6989 -1.2642 2.0265 0.18 -0.67 1.01 -0.419
H 2.6309 -1.0672 3.7515 0.89 -0.99 -0.07 0.309
C 3.0869 3.0138 2.7805 -1.51 -2.69 2.54 -0.210
C 3.3899 1.7798 1.9035 0.26 -0.13 -0.93 0.670
O 4.6289 1.2478 2.5455 -1.03 -0.69 -0.16 -0.365
C 4.9899 2.0308 3.5575 3.05 0.76 2.68 0.649
O 5.9959 1.9808 4.2975 -2.84 -0.88 -2.74 -0.639
O 4.1319 3.0228 3.7265 0.05 0.37 0.60 -0.417
H 2.1499 3.1338 3.3925 0.43 -1.19 -0.74 0.095
H 3.1199 3.9118 2.3525 0.35 3.32 -2.72 0.282
H 3.7649 2.0848 0.9325 -0.08 0.41 -0.15 0.279
H 2.5839 1.0218 1.5985 1.12 0.70 1.51 -0.328
C 1.0119 1.9898 -3.1295 -5.59 3.42 1.61 -0.946
C -0.3971 1.4428 -2.8635 0.04 -1.60 0.96 2.251
O -1.2421 2.4018 -3.4485 -1.54 -2.52 0.17 -0.324
C -0.5321 3.3448 -3.9215 -3.85 6.47 -3.40 0.663
O -1.1011 4.3258 -4.4495 1.83 -2.06 1.02 -0.709
O 0.7309 3.2438 -3.7725 2.86 -0.97 -0.45 -0.380
H 1.5029 1.3228 -3.5955 3.92 -4.08 -4.28 0.791
H 1.4739 2.2718 -2.2955 2.01 0.66 3.60 0.461
H -0.7061 1.5328 -1.8215 0.55 -1.00 0.25 -0.758
H -0.5151 0.3838 -3.2795 -0.28 1.58 0.63 -0.989



# 3
74
Properties=species:S:1:pos:R:3:forces:R:3:mulliken_charge:R:1 method="wB97M-V/def2-TZVPD" homo_lumo_gap_ha=0.248 e_above_lowest_kj_mol=1151.9 smiles="O=C1C=C(O)C(=O)C=C1O.CC(C)=O.CC(C)=O.CC(C)=O.CC(C)=O.CC(C)=O.CC(C)=O" lumo_energy_ev=-2.133
O 40.5750 18.6620 38.2480 0.37 0.69 0.16 -0.447
C 40.6460 17.4930 38.5620 0.51 -0.94 0.68 0.631
C 39.6800 16.5300 38.1550 2.53 -7.38 2.13 -1.040
C 39.8090 15.0210 38.4200 -4.18 5.31 -1.70 0.699
O 38.8110 14.1090 38.1810 -0.46 2.73 -0.46 -0.281
C 40.8960 14.5200 39.1860 3.99 -5.47 3.71 0.525
O 40.9590 13.1840 39.4380 -0.11 7.09 -1.41 -0.585
C 41.8990 15.5290 39.7880 -6.21 4.89 -5.06 -1.248
C 41.7490 16.9800 39.4520 1.71 -4.98 1.94 0.112
O 42.6670 17.8300 39.9670 -0.93 -2.95 -0.18 -0.517
H 38.9150 16.9120 37.6370 -3.03 0.88 -1.88 1.004
H 37.9160 14.5870 37.9180 2.16 -0.99 0.41 0.380
H 42.7390 15.3210 40.2490 3.77 -1.68 2.42 0.620
H 42.4100 18.6660 39.6630 -0.31 2.74 -0.83 0.280
C 38.2240 23.5900 40.2830 0.55 -0.85 5.26 -1.140
C 39.2110 22.4380 40.1800 3.17 -0.96 1.45 0.728
C 39.4430 21.8300 38.7910 -1.10 -0.47 -1.48 -0.534
O 39.8850 22.0110 41.1680 -2.66 1.60 -3.15 -0.567
H 38.4620 24.5910 40.0560 1.00 0.87 -1.08 0.333
H 38.0640 23.6990 41.4590 0.31 -0.31 -2.19 0.284
H 37.2630 23.3800 39.9570 -1.70 -0.64 -1.22 0.366
H 39.7850 22.6000 37.9870 -1.25 -0.93 1.42 0.309
H 38.3940 21.2980 38.4910 2.52 1.37 0.31 0.208
H 40.2610 21.0770 38.7260 -0.84 0.32 0.66 0.041
C 44.0010 21.5220 36.3200 -3.45 1.62 -0.11 -0.948
C 44.7740 21.1180 37.5920 -1.65 -1.51 -1.03 0.948
C 46.0090 21.8020 37.9580 -1.32 0.53 -6.19 -1.544
O 44.3730 20.1850 38.2580 -0.21 0.21 -0.02 -0.497
H 43.1370 20.7430 36.0070 2.67 1.46 0.50 0.206
H 44.6230 21.9820 35.5350 0.00 -1.06 -0.06 0.349
H 43.2850 22.4970 36.4490 1.64 -2.06 0.59 0.240
H 45.7500 22.7610 38.0820 -0.97 3.99 0.76 0.441
H 46.7000 21.8830 37.1240 0.30 -0.51 -0.07 0.363
H 46.3670 21.4630 38.7700 2.88 -2.72 5.69 0.444
C 37.4190 18.0730 33.7040 0.19 0.30 -1.36 -0.856
C 38.2580 19.2140 34.4360 -3.80 2.59 -4.13 0.489
C 39.0290 18.8490 35.6200 1.10 -4.81 -1.86 -0.619
O 38.1310 20.3720 33.8740 1.29 -4.52 3.03 -0.612
H 38.1370 17.6450 32.8780 -1.55 1.14 1.07 0.275
H 36.3950 18.4770 33.3010 2.35 -0.44 0.34 0.266
H 37.1510 17.1490 34.2220 0.35 0.30 0.76 0.205
H 39.8140 19.4510 35.6730 3.43 3.04 0.39 0.424
H 39.6380 17.7470 35.4190 -2.26 2.78 0.68 0.241
H 38.5920 18.8900 36.5740 -1.14 -0.31 0.98 0.198
C 40.0020 12.1240 35.7050 -8.44 -5.26 3.57 -1.036
C 38.6250 12.5960 35.2170 -0.05 0.39 0.13 0.972
C 37.3940 11.8200 35.7470 -1.39 1.74 -4.11 -1.339
O 38.5240 13.5250 34.4240 -0.12 -1.24 1.04 -0.603
H 39.9040 11.0070 35.6590 0.49 0.72 -0.32 0.230
H 40.2710 12.2650 36.6930 -0.13 0.86 2.26 -0.150
H 40.6630 12.4540 35.1730 7.33 3.55 -6.23 0.692
H 37.4060 10.8020 35.9530 0.91 -2.20 -0.48 0.576
H 36.4280 12.0540 35.1350 1.93 -0.40 0.59 0.294
H 37.1130 12.1230 36.6640 -0.51 1.94 3.53 0.352
C 39.8680 10.2480 38.5920 0.53 2.99 2.53 -0.603
C 39.7860 9.0390 37.7230 5.21 0.31 3.47 0.748
C 40.9770 8.0460 37.7340 2.92 7.76 5.54 -1.298
O 38.8040 8.7060 37.2560 -6.66 -1.93 -3.82 -0.462
H 40.7240 10.9500 38.3080 -0.33 -1.55 1.04 0.199
H 39.8880 9.8530 39.7520 0.45 1.16 -2.90 0.351
H 39.0730 11.1120 38.5780 0.58 -2.39 -0.33 0.026
H 41.0160 7.3910 37.0740 -0.74 -5.78 -6.37 0.544
H 41.0310 7.4750 38.7060 0.31 1.21 -0.65 0.284
H 41.9860 8.7200 37.4330 -2.28 -1.80 1.60 0.219
C 34.1120 14.2360 37.3500 0.41 -0.40 1.57 -0.922
C 35.0610 15.3760 37.0350 2.41 0.84 1.73 0.651
C 34.4530 16.6240 36.2780 1.55 0.30 2.95 -1.311
O 36.2890 15.2760 37.3880 -4.29 0.86 -1.68 -0.586
H 34.5480 13.4080 36.7240 -0.99 0.29 0.91 0.179
H 33.0690 14.4830 37.1920 -0.05 -0.05 -1.01 0.365
H 34.0210 13.9920 38.4990 1.15 0.23 -2.17 0.292
H 34.2540 16.3520 35.3240 0.20 -1.09 -3.47 0.409
H 35.0690 17.5220 36.3230 0.51 -0.43 -0.18 0.294
H 33.4680 17.0140 36.4840 -0.57 -0.57 1.39 0.461